No. 1
The following is a quantum chemistry calculation of a molecular structure, C4H10NOS at a distorted geometry, from the OMol25 dataset.

As for the net charge: +1.

The geometry in XYZ format:
```
17
Properties=species:S:1:pos:R:3:forces:R:3
S 1.6311 1.0144 -3.9800 1.7 -0.3 -0.3
O -0.1676 0.0291 1.7028 -0.7 0.3 0.0
N -2.5411 0.2754 4.9089 -0.1 0.5 0.4
C 0.2525 -0.2975 -0.5332 -1.4 0.4 0.0
C 0.4642 -0.3512 -2.9658 2.6 0.9 -1.7
C 1.1100 -0.3208 -1.6344 -0.4 0.0 0.9
C 0.6170 -0.3705 0.8954 0.9 -0.2 0.9
H 1.0311 2.0723 -3.4057 0.0 -0.1 0.0
H 1.7610 -1.1754 -1.3309 0.3 -0.1 -0.6
H 0.6547 -1.2750 -3.5027 -0.3 0.1 -0.2
H -2.6430 -0.4105 5.6348 0.1 -0.1 -0.2
H -3.3145 0.3478 4.2776 0.0 -0.2 -0.1
H -0.8128 -0.1628 -0.7375 0.0 -0.1 0.3
H -1.6297 0.3522 4.5039 0.0 -0.2 -0.1
H 1.8517 0.4948 -1.4587 0.3 0.0 0.0
H 1.5943 -0.7364 1.2348 0.2 -0.1 -0.4
H 0.1410 0.5141 -3.6094 -3.2 -0.8 1.1
```
Positions in Å, forces in eV/Å.

=====

No. 2
The following is a quantum chemistry calculation of a gas-phase ion, C4H10NOS (charge +1) at a distorted geometry, from the OMol25 dataset.

As for the net charge: +1. Its SMILES is C[C@]1([NH3+])S[C@@H]1CO.

The geometry in XYZ format:
```
17
Properties=species:S:1:pos:R:3:forces:R:3
S 0.2547 1.7332 -0.2500 -0.3 -1.0 0.2
O 2.7288 -0.0254 -0.4487 2.0 -2.0 -2.5
N -1.9679 0.4495 0.5588 3.4 0.5 2.5
C 2.1139 -0.3011 0.6747 -1.1 0.9 3.3
C -0.9505 -0.7468 -1.3510 1.9 -0.5 -3.5
C 0.5303 0.1202 0.6833 1.2 0.7 1.9
C -0.6419 0.1194 -0.2262 1.1 1.9 1.5
H 0.2980 0.1916 1.7799 -0.2 0.1 -1.1
H 2.4627 0.7720 -0.8379 -0.5 2.0 -0.8
H 2.5912 0.4662 1.5138 -1.6 -2.3 -1.2
H -2.5217 0.7228 -0.1807 -2.4 0.6 -1.8
H 2.2919 -1.3989 0.9150 -0.5 1.5 0.1
H -0.9706 -0.3370 -2.4522 0.1 -0.2 2.4
H -1.8842 -1.1299 -1.1544 -2.4 -1.2 0.0
H -1.7458 1.4044 1.1105 -0.7 -2.9 -0.8
H -2.3019 -0.4128 1.0651 0.0 1.5 -0.3
H -0.2871 -1.6274 -1.3999 -0.1 0.5 0.1
```
Positions in Å, forces in eV/Å.

=====

Energy
In order: -686.08838; -686.24079
Unit: Ha
HOMO-LUMO gap
In order: 3.391; 10.158
Unit: eV